Here is an isolated molecule of C4H4O2 from OMol25. Energies are from ωB97M-V with the def2-TZVPD basis set.

ORCA input file:
```
! wB97M-V def2-TZVPD RIJCOSX def2/J DEFGRID3
* xyz 0 1
C -0.52675 2.03556 1.21505
C -0.37623 0.84519 1.11029
C 0.01623 -0.50492 0.69429
O 0.83759 -0.31539 -0.46824
C 0.42044 -0.86782 -1.61770
O -0.23002 -1.87155 -1.74032
H -0.68664 3.08112 1.35221
H -0.83663 -1.14559 0.45095
H 0.61202 -1.02294 1.44522
H 0.77000 -0.23366 -2.44176
*
```

Energy = -305.21546 Ha
Molar mass = 84.07 u
SMILES = C#CCOC=O
Highest occupied orbital energy = -10.543 eV
ΔE to the lowest compared entry with this formula, charge and spin = 40.16 kcal per mole

Atomic partial charges in e from the Mulliken method, atoms 1 to 5:
1 C 0.044
2 C -0.350
3 C -0.511
4 O -0.272
5 C 0.201

***

Here is a cluster of 2 separate species, C4H11NO in total in a non-equilibrium geometry from OMol25. Energies are from ωB97M-V with the def2-TZVPD basis set.

ORCA input file:
```
! wB97M-V def2-TZVPD RIJCOSX def2/J DEFGRID3
* xyz 0 1
C -2.68968 -0.03337 0.84457
C -1.42408 0.40670 0.94536
N -0.50283 0.25616 1.99368
H -3.10228 0.23112 -0.12408
H -3.15284 -0.82261 1.41992
H -1.22440 1.30561 0.31121
H -0.88689 0.44317 2.91672
H 0.23286 0.94688 1.89202
C 0.88231 -0.41248 -1.94310
C 2.04163 -0.27249 -0.94915
O 1.69336 0.28202 0.30916
H 1.25242 -0.56496 -2.96455
H 0.28237 -1.31139 -1.67746
H 0.21949 0.43815 -1.81944
H 2.75608 0.39320 -1.45305
H 2.51030 -1.23188 -0.70956
H 1.11216 -0.05383 1.00775
*
```

Energy = -288.92873 Ha
Molar mass = 89.14 u
SMILES = C=CN.CCO
Highest occupied orbital energy = -9.059 eV
ΔE to the lowest compared entry with this formula, charge and spin = 55.40 kcal per mole

Atomic partial charges in e from the Mulliken method, atoms 1 to 5:
1 C -0.685
2 C 0.044
3 N -0.699
4 H 0.230
5 H 0.309

***

Here is a cluster of 2 separate species, C6H12N2 in total in a non-equilibrium geometry from OMol25. Energies are from ωB97M-V with the def2-TZVPD basis set.

ORCA input file:
```
! wB97M-V def2-TZVPD RIJCOSX def2/J DEFGRID3
* xyz 0 1
C -0.53332 -2.81252 0.16850
C 0.12524 -1.64521 -0.48312
C -0.39567 -0.95427 -1.54708
N 0.32359 0.20727 -1.61033
C 1.32574 0.11135 -0.70268
N 1.24298 -1.00983 -0.03002
H -0.84665 -2.59342 1.19307
H 0.12755 -3.66814 0.28661
H -1.41641 -3.05427 -0.41909
H -1.30605 -1.10092 -2.10418
H 0.28050 0.96832 -2.26460
H 2.13604 0.80252 -0.52871
C -0.17158 2.92151 1.40432
C -1.30070 2.19436 2.10695
H -0.37185 3.72779 0.70611
H 0.61104 3.24980 2.11455
H 0.60316 2.25339 0.99348
H -2.10887 2.85860 2.38920
H -0.87691 1.72128 2.99372
H -1.67468 1.34462 1.53265
*
```

Energy = -345.30774 Ha
Molar mass = 112.18 u
SMILES = Cc1c[nH]cn1.CC
Highest occupied orbital energy = -8.539 eV
ΔE to the lowest compared entry with this formula, charge and spin = 12.63 kcal per mole

Atomic partial charges in e from the Mulliken method, atoms 1 to 5:
1 C -1.013
2 C 0.644
3 C -0.442
4 N -0.015
5 C -0.468

***

Here is a structure of composition CH3N5 in a non-equilibrium geometry from OMol25. Energies are from ωB97M-V with the def2-TZVPD basis set.

ORCA input file:
```
! wB97M-V def2-TZVPD RIJCOSX def2/J DEFGRID3
* xyz 0 1
C -0.04315 -0.39368 -0.65636
H 0.78674 -1.71899 -1.90723
H 1.43814 0.92005 1.63060
H 1.24783 -1.73165 0.77797
N 0.03508 -0.95287 -1.79540
N -0.80972 0.86820 -0.43424
N -0.46246 1.24519 0.68063
N 0.35239 0.27716 1.44299
N 0.42559 -0.73873 0.59700
*
```

Energy = -313.50743 Ha
Molar mass = 85.07 u
Highest occupied orbital energy = -8.981 eV
ΔE to the lowest compared entry with this formula, charge and spin = 95.08 kcal per mole

Atomic partial charges in e from the Mulliken method, atoms 1 to 5:
1 C 0.424
2 H 0.217
3 H 0.285
4 H 0.370
5 N -0.591

***

Here is a structure of composition C33H38AsCl5LuN4O from OMol25. Energies are from ωB97M-V with the def2-TZVPD basis set.

ORCA input file:
```
! wB97M-V def2-TZVPD RIJCOSX def2/J DEFGRID3
* xyz -1 1
Lu -0.49472 0.44243 -0.32447
C 1.16020 3.36587 0.86765
N -0.17870 2.76715 0.84731
C -1.11500 3.72834 0.26828
C -0.54363 2.27204 2.14899
C -1.48602 2.90467 2.94040
C -1.88900 2.36059 4.15247
C -1.34270 1.15486 4.55388
C -0.38869 0.51760 3.77959
C 0.07353 1.06020 2.56643
N 0.94602 0.47804 1.67169
C 1.87873 -0.43751 2.06469
C 2.29676 -0.67233 3.38928
C 3.16853 -1.69506 3.72442
C 3.69481 -2.51554 2.74586
C 3.41387 -2.21903 1.41407
C 2.56570 -1.18533 1.05596
N 2.36458 -0.81207 -0.31211
C 2.85630 -1.76576 -1.29277
C 2.97042 0.49074 -0.59719
H 1.14689 4.31335 1.42537
H 1.48116 3.56384 -0.15656
H 1.85818 2.68352 1.34462
H -0.81532 3.90440 -0.76281
H -2.11747 3.30480 0.24159
H -1.10434 4.68250 0.81732
H -1.93746 3.82362 2.59621
H -2.63069 2.86523 4.75565
H -1.66640 0.69340 5.47960
H -0.01880 -0.44731 4.10213
H 1.92846 -0.03092 4.17676
H 3.42945 -1.84486 4.76545
H 4.35218 -3.33761 2.99414
H 3.89079 -2.80665 0.64151
H 3.95370 -1.85057 -1.27743
H 2.42529 -2.75102 -1.12326
H 2.55968 -1.42311 -2.28291
H 4.06782 0.43766 -0.52217
H 2.60558 1.22859 0.10978
H 2.69794 0.79886 -1.60665
Cl -0.35890 -2.61384 -1.38733
C -0.11508 -1.52954 -2.77388
C 0.23174 -0.22862 -2.48074
C 0.51136 0.54834 -3.59206
Cl 1.07295 2.17758 -3.30689
C 0.39531 0.09554 -4.90163
Cl 0.76290 1.10611 -6.25491
C -0.03083 -1.21795 -5.13132
Cl -0.20740 -1.81031 -6.74150
C -0.28778 -2.05438 -4.04808
Cl -0.78109 -3.69170 -4.30493
C -4.08630 -0.67614 -1.02599
C -4.30548 0.64274 -1.70096
C -5.58211 0.97907 -2.10863
C -5.85689 2.16738 -2.77079
C -4.78227 3.00475 -3.05346
C -3.49401 2.71033 -2.65874
C -2.38111 3.63718 -3.05998
C -3.19204 1.53310 -1.88855
N -1.97677 1.27635 -1.42231
H -4.75444 -1.44074 -1.43496
H -4.26017 -0.61695 0.05855
H -3.04959 -0.99208 -1.16602
H -6.38905 0.27446 -1.91460
H -6.86225 2.41494 -3.08621
H -4.95102 3.91886 -3.61554
H -2.52334 3.99392 -4.08209
H -1.43164 3.11247 -2.99557
H -2.32058 4.52053 -2.41712
C -3.02866 -2.09132 3.22938
As -1.97394 -2.30429 1.63570
C -0.33232 -3.17294 2.14408
C -2.99657 -3.51381 0.52750
O -1.69602 -0.80158 1.02944
H -3.25525 -3.06132 3.67379
H -3.95244 -1.58150 2.94912
H -2.47713 -1.46502 3.93035
H -0.50305 -4.23964 2.28887
H 0.02897 -2.71958 3.06684
H 0.42198 -3.01165 1.37360
H -4.04429 -3.42632 0.81115
H -2.64145 -4.52692 0.71366
H -2.88431 -3.26402 -0.52310
*
```

Energy = -7346.91690 Ha
Molar mass = 933.85 u
Highest occupied orbital energy = -2.539 eV
ΔE to the lowest compared entry with this formula, charge and spin = 15.84 kcal per mole

Atomic partial charges in e from the Mulliken method, atoms 1 to 5:
1 Lu 0.891
2 C -1.259
3 N 0.713
4 C -1.719
5 C 0.361

***

Here is a cluster of 5 separate species, C8H26BrNO4 in total in a non-equilibrium geometry from OMol25. Energies are from ωB97M-V with the def2-TZVPD basis set.

ORCA input file:
```
! wB97M-V def2-TZVPD RIJCOSX def2/J DEFGRID3
* xyz 0 1
O 2.16133 0.04631 -4.15852
H 1.27665 -0.36276 -4.26090
H 2.80702 -0.67198 -4.02017
H 2.12795 0.68778 -3.37665
Br 1.78097 0.72030 -1.12934
C 5.88173 1.07679 2.34474
C 5.00517 0.02896 1.67889
O 3.68531 0.53702 1.52703
H 6.96374 0.90621 2.38580
H 5.70268 1.04231 3.42421
H 5.72842 2.04914 1.88380
H 5.05388 -0.95300 2.14833
H 5.40572 -0.12659 0.66917
H 3.58827 0.83694 0.61311
C -0.95339 4.09690 3.17965
C -0.40427 3.83260 1.77502
O 0.07673 2.51090 1.61285
H -0.59744 4.99375 3.68185
H -0.80252 3.23395 3.83044
H -2.04043 4.17530 3.10516
H 0.41912 4.52479 1.55736
H -1.22698 4.04718 1.08290
H 0.26813 2.51008 0.66543
C -2.46711 -0.70996 -0.32843
C -2.03939 -2.06654 -0.89992
C -3.21947 -2.67614 -1.66841
O -4.40013 -2.84734 -0.87473
C -5.27092 -3.83234 -1.37818
N -0.94299 -1.87157 -1.83785
H -3.27700 -0.94839 0.36462
H -2.95338 -0.12431 -1.11195
H -1.67243 -0.15899 0.17019
H -1.79814 -2.68973 -0.03228
H -2.99116 -3.67737 -2.05301
H -3.41711 -2.06615 -2.55542
H -5.99467 -3.98097 -0.57906
H -4.77967 -4.72896 -1.76607
H -5.88306 -3.52159 -2.23737
H -0.37937 -1.11285 -1.47837
H -0.42179 -2.72966 -1.95390
*
```

Energy = -3250.01794 Ha
Molar mass = 280.20 u
Highest occupied orbital energy = -9.002 eV
ΔE to the lowest compared entry with this formula, charge and spin = 0.00 kcal per mole

Atomic partial charges in e from the Mulliken method, atoms 1 to 5:
1 O -0.341
2 H 0.454
3 H 0.449
4 H 0.197
5 Br -0.734

***

What did the sixth record say?
Here is a cluster of 5 separate species, C8H26BrNO4 in total in a non-equilibrium geometry from OMol25. Energies are from ωB97M-V with the def2-TZVPD basis set.

ORCA input file:
```
! wB97M-V def2-TZVPD RIJCOSX def2/J DEFGRID3
* xyz 0 1
O 2.16133 0.04631 -4.15852
H 1.27665 -0.36276 -4.26090
H 2.80702 -0.67198 -4.02017
H 2.12795 0.68778 -3.37665
Br 1.78097 0.72030 -1.12934
C 5.88173 1.07679 2.34474
C 5.00517 0.02896 1.67889
O 3.68531 0.53702 1.52703
H 6.96374 0.90621 2.38580
H 5.70268 1.04231 3.42421
H 5.72842 2.04914 1.88380
H 5.05388 -0.95300 2.14833
H 5.40572 -0.12659 0.66917
H 3.58827 0.83694 0.61311
C -0.95339 4.09690 3.17965
C -0.40427 3.83260 1.77502
O 0.07673 2.51090 1.61285
H -0.59744 4.99375 3.68185
H -0.80252 3.23395 3.83044
H -2.04043 4.17530 3.10516
H 0.41912 4.52479 1.55736
H -1.22698 4.04718 1.08290
H 0.26813 2.51008 0.66543
C -2.46711 -0.70996 -0.32843
C -2.03939 -2.06654 -0.89992
C -3.21947 -2.67614 -1.66841
O -4.40013 -2.84734 -0.87473
C -5.27092 -3.83234 -1.37818
N -0.94299 -1.87157 -1.83785
H -3.27700 -0.94839 0.36462
H -2.95338 -0.12431 -1.11195
H -1.67243 -0.15899 0.17019
H -1.79814 -2.68973 -0.03228
H -2.99116 -3.67737 -2.05301
H -3.41711 -2.06615 -2.55542
H -5.99467 -3.98097 -0.57906
H -4.77967 -4.72896 -1.76607
H -5.88306 -3.52159 -2.23737
H -0.37937 -1.11285 -1.47837
H -0.42179 -2.72966 -1.95390
*
```

Energy = -3250.01794 Ha
Molar mass = 280.20 u
Highest occupied orbital energy = -9.002 eV
ΔE to the lowest compared entry with this formula, charge and spin = 0.00 kcal per mole

Atomic partial charges in e from the Mulliken method, atoms 1 to 5:
1 O -0.341
2 H 0.454
3 H 0.449
4 H 0.197
5 Br -0.734

***

The lowest energy belongs to which entry? C33H38AsCl5LuN4O